No. 1
8
Properties=species:S:1:pos:R:3:mulliken_charge:R:1 method="wB97M-V/def2-TZVPD" orbital_gap_ev=10.23 fmax_ev_per_a=3.82
C -0.019 0.934 -0.273 -0.347
Si -0.262 -0.938 0.254 0.465
Br 0.999 1.742 1.092 -0.060
Br 1.212 0.776 -1.889 -0.129
H -1.039 1.636 -0.502 0.361
H 0.097 -0.996 1.705 -0.105
H 0.692 -1.852 -0.437 -0.091
H -1.678 -1.302 0.049 -0.094


No. 2
30
Properties=species:S:1:pos:R:3:mulliken_charge:R:1 method="wB97M-V/def2-TZVPD" orbital_gap_ev=7.77 fmax_ev_per_a=11.99
H -0.224 0.008 1.403 0.262
H 0.484 -0.083 0.071 0.291
H 1.376 -3.447 0.212 0.325
H -0.164 -3.333 0.557 0.315
H -4.427 1.763 0.180 0.310
H -5.025 1.232 1.595 0.325
H 0.848 -2.833 -1.920 0.372
H 0.523 -1.385 -2.040 0.303
H 2.687 -1.793 -1.754 0.311
H 4.165 -1.326 -1.300 0.264
H -3.763 3.218 4.405 0.333
H -2.477 2.502 4.215 0.291
H 0.120 1.614 4.391 0.331
H 0.791 0.438 5.228 0.313
H 2.735 1.406 -3.195 0.286
H 2.598 -0.047 -3.435 0.288
H -1.639 -1.699 -3.109 0.221
H -1.114 -3.176 -3.418 0.243
H -0.235 3.212 0.429 0.292
H 0.745 2.251 -0.233 0.327
O -0.015 0.465 0.676 -0.540
O 0.528 -3.542 -0.168 -0.675
O -4.331 1.782 1.126 -0.632
O 0.825 -2.186 -2.631 -0.615
O 3.210 -1.004 -1.577 -0.571
O -2.970 2.914 4.894 -0.626
O 0.795 0.857 4.374 -0.638
O 3.163 0.627 -3.514 -0.587
O -0.798 -2.287 -3.189 -0.485
O -0.158 2.560 -0.277 -0.634


No. 3
30
Properties=species:S:1:pos:R:3:mulliken_charge:R:1 method="wB97M-V/def2-TZVPD" smiles="C=C1C=NC(C2CC2)=N[C@]12N(S)C2(C)C" orbital_gap_ev=8.50 fmax_ev_per_a=3.79
C 0.701 1.497 -2.532 -1.033
C 0.429 0.413 -1.813 0.172
C 1.512 -0.761 -1.817 -0.333
N 2.087 -1.096 -0.754 -0.550
C 1.617 -0.481 0.368 0.302
C 2.373 -0.735 1.612 -0.148
C 1.684 -1.233 2.863 -0.567
C 2.144 0.188 2.784 -0.561
N 0.470 0.067 0.528 -0.367
C -0.435 0.010 -0.659 1.465
N -1.514 -1.015 -0.383 -0.610
S -1.895 -2.041 -1.746 -0.254
C -1.793 0.493 -0.356 0.954
C -2.202 0.961 1.029 -1.454
C -2.527 0.971 -1.588 -2.009
H 0.096 2.367 -2.435 0.295
H 1.497 1.489 -3.188 0.387
H 1.647 -1.200 -2.775 0.468
H 3.427 -1.194 1.374 0.370
H 2.028 -2.026 3.455 0.293
H 0.612 -1.300 2.778 0.203
H 1.294 0.855 2.819 0.205
H 2.997 0.452 3.384 0.290
H -1.229 -3.089 -1.016 0.180
H -1.363 1.348 1.544 0.312
H -2.642 0.110 1.466 0.373
H -2.946 1.793 0.814 0.345
H -3.469 0.425 -1.703 0.403
H -1.919 0.702 -2.485 0.419
H -2.681 2.029 -1.568 0.451


No. 4
20
Properties=species:S:1:pos:R:3:mulliken_charge:R:1 method="wB97M-V/def2-TZVPD" smiles="[H]/N=C(/C(C)C)[C@H](C)I" orbital_gap_ev=9.88 fmax_ev_per_a=7.08
H 0.775 -1.785 -1.784 0.227
N 0.187 -0.923 -1.549 -0.563
C 0.238 -0.516 -0.433 0.372
C -0.720 0.576 0.002 0.476
C -2.203 0.082 -0.040 -1.458
C -0.626 1.702 -1.048 -1.438
C 0.977 -1.194 0.792 -0.471
C 2.074 -0.194 1.279 -1.116
I 1.764 -3.164 0.165 -0.002
H -0.462 0.859 0.979 0.381
H -2.282 -0.542 -1.024 0.308
H -2.987 0.914 -0.137 0.322
H -2.305 -0.639 0.737 0.423
H -1.239 1.490 -1.941 0.309
H 0.333 1.927 -1.385 0.440
H -1.211 2.615 -0.608 0.326
H 0.418 -1.417 1.706 0.428
H 3.037 0.068 0.573 0.257
H 2.636 -0.552 2.157 0.406
H 1.596 0.692 1.561 0.374


No. 5
17
Properties=species:S:1:pos:R:3:mulliken_charge:R:1 method="wB97M-V/def2-TZVPD" smiles="C/C=C/N.O.O" orbital_gap_ev=9.31 fmax_ev_per_a=1.01
C 0.719 0.063 2.529 -1.206
C 0.921 -0.601 1.189 -0.040
C -0.102 -0.975 0.423 -0.263
N 0.019 -1.497 -0.871 -0.510
H -0.188 0.650 2.530 0.346
H 1.556 0.701 2.814 0.328
H 0.642 -0.728 3.286 0.287
H 1.914 -0.722 0.769 0.356
H -1.094 -0.897 0.872 0.268
H -0.720 -2.141 -1.101 0.222
H 0.920 -1.934 -0.994 0.201
O -2.253 1.165 -2.332 -0.656
H -1.605 1.848 -2.124 0.356
H -2.480 1.270 -3.261 0.306
O 0.404 1.612 -1.341 -0.685
H 1.162 1.483 -0.760 0.288
H 0.187 0.702 -1.626 0.403


No. 6
16
Properties=species:S:1:pos:R:3:mulliken_charge:R:1 method="wB97M-V/def2-TZVPD" orbital_gap_ev=9.08 fmax_ev_per_a=5.03
C 0.601 -0.703 0.608 0.078
C 0.225 0.049 -0.552 0.325
C 0.179 1.542 -0.530 -1.355
N -1.495 -0.649 -0.124 -0.371
O -2.411 0.369 0.226 -0.433
O 0.615 -2.052 0.495 -0.480
O 2.232 -0.134 0.223 -0.640
H -2.242 0.819 1.062 0.305
H 0.024 -2.428 1.159 0.369
H 2.702 -0.939 -0.030 0.263
H -1.771 -0.919 -1.069 0.243
H 0.410 -0.267 1.587 0.321
H 0.432 -0.434 -1.502 0.343
H 0.275 1.935 0.482 0.267
H 1.009 1.931 -1.116 0.340
H -0.785 1.880 -0.919 0.422


No. 7
58
Properties=species:S:1:pos:R:3:mulliken_charge:R:1 method="wB97M-V/def2-TZVPD" smiles="CN(C)CCNC(=O)c1onc(CSc2ccc(F)cc2)c1C(=O)NCCN(C)C" orbital_gap_ev=8.02 fmax_ev_per_a=1.35
C 0.372 0.633 5.528 -0.995
N -0.286 1.104 4.326 0.154
C 0.351 2.307 3.822 -1.050
C -1.711 1.274 4.540 -0.693
C -2.475 1.411 3.216 -1.072
N -2.091 0.373 2.292 -0.087
C -1.362 0.622 1.196 0.546
O -1.103 1.750 0.797 -0.828
C -0.936 -0.598 0.473 0.075
O -1.507 -1.761 0.851 -0.328
N -1.017 -2.769 0.100 -0.637
C -0.142 -2.265 -0.729 -0.055
C 0.564 -3.082 -1.737 -1.159
S -0.320 -3.036 -3.345 -0.162
C -1.491 -4.362 -3.246 0.703
C -2.003 -4.816 -4.459 -0.532
C -2.925 -5.843 -4.487 -0.601
C -3.323 -6.411 -3.289 0.309
F -4.220 -7.422 -3.306 -0.320
C -2.831 -5.968 -2.076 -0.806
C -1.913 -4.933 -2.053 -0.195
C -0.036 -0.848 -0.543 1.177
C 0.953 0.011 -1.253 0.614
O 1.944 -0.480 -1.771 -0.725
N 0.648 1.316 -1.291 -0.076
C 1.563 2.288 -1.832 -0.651
C 2.340 2.990 -0.694 -0.699
N 3.258 4.031 -1.092 0.006
C 2.622 5.201 -1.656 -1.008
C 4.357 3.568 -1.910 -0.954
H 0.305 1.350 6.360 0.358
H -0.077 -0.308 5.843 0.319
H 1.424 0.456 5.307 0.323
H 1.415 2.114 3.699 0.368
H -0.059 2.564 2.849 0.298
H 0.226 3.164 4.502 0.301
H -1.942 2.152 5.169 0.352
H -2.073 0.382 5.059 0.461
H -2.262 2.364 2.732 0.388
H -3.550 1.346 3.413 0.398
H -2.199 -0.584 2.595 0.267
H 1.533 -2.631 -1.953 0.464
H 0.663 -4.120 -1.430 0.584
H -1.669 -4.357 -5.376 0.376
H -3.330 -6.207 -5.417 0.423
H -3.169 -6.425 -1.159 0.439
H -1.552 -4.569 -1.104 0.311
H -0.094 1.666 -0.686 0.385
H 2.253 1.758 -2.491 0.373
H 0.991 3.021 -2.406 0.307
H 1.616 3.428 0.000 0.272
H 2.911 2.231 -0.153 0.304
H 3.355 6.007 -1.698 0.351
H 2.232 5.042 -2.672 0.357
H 1.803 5.512 -1.010 0.292
H 4.062 3.331 -2.943 0.341
H 4.791 2.678 -1.459 0.301
H 5.118 4.348 -1.944 0.336


Let's list LUMO in order: 0.00698; -0.00287; -0.00125; 0.01465; 0.03656; 0.02650; -0.00213 Eh.
Let's list relative energy (zero: lowest compared OMol25 entry of this formula, charge and spin) in order: 305.98; 863.22; 496.70; 43.61; 44.27; 570.48; 27.27 kJ/mol.